(one)
ORCA calculation (wB97M-V/def2-TZVPD) on a cluster of 2 separate species, C9H13NO2 in total.

Computed properties:
LUMO   0.697 eV
SMILES string   Cc1ccc(O)cc1.CC(N)=O
Orbital gap   8.596 eV

```
! RIJCOSX wB97M-V def2-TZVPD def2/J DEFGRID3
* xyz 0 1
C -2.4977 -2.3689 1.0391
C -2.1220 -1.1075 0.2897
C -1.2721 -1.0900 -0.8154
C -0.7402 0.0945 -1.3021
C -1.2450 1.2761 -0.8013
O -0.8113 2.4925 -1.2652
C -2.0788 1.3230 0.3164
C -2.5002 0.1293 0.8678
H -3.5921 -2.4028 1.0393
H -2.0526 -2.2529 2.0244
H -2.1564 -3.2848 0.5668
H -1.0740 -2.0528 -1.2735
H 0.1674 0.0428 -1.8869
H -0.0613 2.3417 -1.8735
H -2.2956 2.2973 0.7339
H -3.2070 -0.0133 1.6800
C 4.0009 0.3931 -0.5374
C 2.6177 0.7920 -0.2011
N 2.1388 0.4694 1.0650
O 1.8418 1.3982 -0.9200
H 4.4428 -0.1766 0.2872
H 4.6350 1.2625 -0.6859
H 4.0444 -0.2584 -1.4104
H 1.3229 0.9582 1.4057
H 2.4945 -0.2625 1.6576
*
```

=====

(two)
ORCA calculation (wB97M-V/def2-TZVPD) on a cluster of 2 separate species, C9H13NO2 in total.

Computed properties:
LUMO   0.637 eV
SMILES string   Cc1ccc(O)cc1.CC(N)=O
Orbital gap   9.155 eV

```
! RIJCOSX wB97M-V def2-TZVPD def2/J DEFGRID3
* xyz 0 1
C -2.5513 -0.5266 1.0092
C -1.1202 -0.8342 1.0097
C -0.3506 -1.2004 -0.1586
C 1.0223 -1.2079 -0.0789
C 1.7291 -1.0579 1.1171
O 3.0639 -1.2624 0.8788
C 1.0471 -0.7730 2.2486
C -0.3696 -0.7547 2.1689
H -3.1170 -1.4398 1.2610
H -2.9167 -0.3163 0.0038
H -2.9019 0.2134 1.7566
H -0.9089 -1.2013 -1.0831
H 1.5914 -1.4458 -0.9690
H 3.5352 -1.2248 1.7210
H 1.4014 -0.7719 3.2649
H -0.7872 -0.5544 3.1898
C -1.3564 2.0132 -0.8150
C -0.5064 1.6106 -2.0343
N 0.8078 1.7657 -1.7624
O -1.0295 1.3123 -3.0846
H -1.5470 1.3105 -0.0044
H -2.3163 2.2733 -1.2650
H -1.0481 2.9836 -0.4224
H 1.4228 1.2739 -2.3990
H 1.2118 2.1456 -0.9302
*
```

=====

(three)
ORCA calculation (wB97M-V/def2-TZVPD) on a cluster of 2 separate species, C9H13NO2 in total.

Computed properties:
LUMO (spin up / spin down)   -0.307 / -0.780 eV
Orbital gap (spin up / spin down)   8.040 / 8.471 eV

```
! RIJCOSX wB97M-V def2-TZVPD def2/J DEFGRID3
* xyz 0 1
C -1.9218 2.4481 1.6077
C -2.4782 1.5027 0.7186
C -0.5387 2.5265 1.8435
C -1.6732 0.4903 0.2399
C 0.2182 1.4943 1.3605
C -0.2497 0.4476 0.5256
C 1.5711 -2.2384 -1.4072
C 0.7807 0.0788 -2.1968
C 0.5708 -1.0130 -1.1397
N 0.6782 -0.5238 0.1666
O 1.1658 -2.5308 1.9314
O 0.1303 -2.1669 1.1626
H -2.6497 3.2734 1.9300
H -3.4397 1.5606 0.2439
H -0.0871 3.4709 2.1144
H -2.0584 -0.3068 -0.2520
H 1.2253 1.6060 1.5074
H 2.5066 -2.0495 -0.8448
H 1.3052 -3.2846 -1.0717
H 1.7852 -2.0437 -2.5108
H 0.6003 -0.3719 -3.2081
H 1.8541 0.3368 -2.1015
H 0.1574 0.8788 -2.0174
H -0.3664 -1.6198 -1.3336
H 0.9138 -1.9655 2.7315
*
```

=====

Which one sits at the top of the stability order? (one) does.

=====

(one)
ORCA calculation (wB97M-V/def2-TZVPD) on an isolated molecule of C5H5FN2.

Computed properties:
LUMO   0.553 eV
SMILES string   C=C(F)/C(C#N)=C/N
Orbital gap   9.202 eV

```
! RIJCOSX wB97M-V def2-TZVPD def2/J DEFGRID3
* xyz 0 1
C 1.5660 -0.3457 -1.6792
C 1.1783 -0.7627 -0.4763
F 1.7706 -1.8442 0.0780
C 0.1614 -0.1818 0.3916
C 0.3218 -0.2206 1.8178
N 0.3594 -0.2058 2.9713
C -0.9874 0.3745 -0.0962
N -1.9358 1.0065 0.6193
H 1.1596 0.5651 -2.1003
H 2.2563 -0.9117 -2.2427
H -1.1325 0.3218 -1.1569
H -2.8393 1.1891 0.2032
H -1.8783 1.0155 1.6702
*
```

=====

(two)
ORCA calculation (wB97M-V/def2-TZVPD) on an isolated molecule of C5H5FN2.

Computed properties:
LUMO   0.423 eV
SMILES string   Cc1ccnnc1F
Orbital gap   10.040 eV

```
! RIJCOSX wB97M-V def2-TZVPD def2/J DEFGRID3
* xyz 0 1
C 1.7732 0.5468 -0.0006
C 0.3684 0.0459 -0.0043
C -0.7587 0.8523 -0.0018
C -2.0198 0.2467 -0.0069
N -2.1923 -1.0764 0.0009
N -1.1233 -1.8556 -0.0004
C 0.0728 -1.3237 0.0016
F 1.1037 -2.1689 -0.0059
H 2.3148 0.1699 -0.8715
H 1.7901 1.6290 -0.0113
H 2.3129 0.1690 0.8971
H -0.7087 1.9323 -0.0056
H -2.9331 0.8329 0.0087
*
```

=====

Which one sits at the top of the stability order? (two) does.

=====

(one)
ORCA calculation (wB97M-V/def2-TZVPD) on the ion C3H8N5S with charge +1.

Computed properties:
LUMO (spin up / spin down)   -6.648 / -6.353 eV
SMILES string   [H]\N=C(N)/[NH+]=[NH+]/N=C\C[S-]
Orbital gap (spin up / spin down)   6.740 / 7.105 eV

```
! RIJCOSX wB97M-V def2-TZVPD def2/J DEFGRID3
* xyz 1 1
H 0.5589 2.2961 1.8875
N 0.0173 1.5152 2.4771
C -0.7070 0.5979 1.9329
N -1.6760 0.0431 2.6975
N -0.7535 0.3231 0.5861
N 0.2796 0.2758 -0.1974
N 0.6788 -0.9224 -0.5858
C 0.9617 -1.3708 -1.7134
C 0.9393 -0.3952 -2.8846
S 0.4220 1.3522 -2.4649
H -1.5965 0.3086 3.6471
H -2.0142 -0.8598 2.6234
H -1.5235 -0.3722 0.4371
H 1.0588 0.8439 0.3232
H 1.2712 -2.3945 -1.7559
H 1.9370 -0.3080 -3.3549
H 0.1461 -0.9330 -3.6551
*
```

=====

(two)
ORCA calculation (wB97M-V/def2-TZVPD) on a structure of composition C3H8N5S.

Computed properties:
LUMO   -4.168 eV
Orbital gap   8.536 eV

```
! RIJCOSX wB97M-V def2-TZVPD def2/J DEFGRID3
* xyz 1 1
C 0.5656 -1.4844 0.6528
C 1.2397 0.6325 -0.2614
C -1.2679 -0.1223 0.0637
N 0.1191 1.1780 -0.1529
N 1.4181 -0.8023 -0.0884
N -0.6565 -1.1260 0.7497
N 2.2963 1.3256 -0.7182
N -2.2498 0.5162 0.8265
S -1.4345 -0.4524 -1.7521
H 0.7623 -2.3134 1.2937
H 2.3495 -1.0518 0.1367
H -1.2973 -1.6625 1.4671
H 2.3333 2.3718 -0.8034
H 3.1233 0.7242 -0.9588
H -2.5738 1.4032 0.3963
H -3.1039 0.1146 1.1912
H -1.6237 0.7489 -2.0424
*
```

=====

(three)
ORCA calculation (wB97M-V/def2-TZVPD) on the ion C3H8N5S with charge +1.

Computed properties:
LUMO   -4.683 eV
Orbital gap   8.180 eV

```
! RIJCOSX wB97M-V def2-TZVPD def2/J DEFGRID3
* xyz 1 1
C -1.0401 -0.1734 0.1519
C -1.5597 -0.2162 -1.3091
C 0.7779 -0.0837 1.7474
N 3.0727 1.1052 -1.6669
N 2.0399 0.5484 -1.7459
N 0.2261 -0.0139 0.4244
N 0.9008 0.3727 -1.7194
N -2.0036 -0.3915 1.0618
S -0.3445 -0.3446 -2.5453
H -2.1269 -1.1375 -1.1990
H -2.2947 0.5468 -1.2511
H 0.6435 0.8124 2.5267
H 0.5756 -1.0254 2.2481
H 1.8969 -0.2493 1.7468
H 3.9674 0.7495 -1.3047
H -2.9394 -0.3957 0.8020
H -1.7918 -0.1039 2.0322
*
```

=====

Which one sits at the top of the stability order? (two) does.

=====

(one)
ORCA calculation (wB97M-V/def2-TZVPD) on an isolated molecule of C2H6BrOP.

Computed properties:
LUMO   0.645 eV
SMILES string   CP(C)(=O)Br
Orbital gap   11.155 eV

```
! RIJCOSX wB97M-V def2-TZVPD def2/J DEFGRID3
* xyz 0 1
C -0.3986 0.0494 -1.4161
P 0.5568 0.4705 -0.0190
C -0.3636 -0.3308 1.4442
O 0.8495 1.8680 0.1483
Br 2.4158 -0.8054 0.0224
H 0.3801 -0.0928 -2.2440
H -1.0973 -0.7700 -1.2295
H -0.9301 0.8962 -1.7608
H 0.1888 0.1807 2.2523
H -1.4128 -0.0019 1.3950
H -0.1886 -1.4638 1.4074
*
```

=====

(two)
ORCA calculation (wB97M-V/def2-TZVPD) on a cluster of 2 separate species, C2H6BrOP in total.

Computed properties:
LUMO (spin up / spin down)   0.721 / 0.135 eV
Orbital gap (spin up / spin down)   8.912 / 7.472 eV

```
! RIJCOSX wB97M-V def2-TZVPD def2/J DEFGRID3
* xyz 0 1
C -0.8967 -0.6073 -0.3338
C 1.8131 -1.1642 0.4870
O -0.9529 0.5246 -1.0358
P -0.6700 2.0459 -0.4039
Br 1.7504 -0.6757 2.2844
H -1.1769 -0.6213 0.7036
H -0.8928 -1.5004 -0.9281
H 2.3180 -0.4669 -0.1532
H 1.8963 -2.2184 0.3043
H -1.4295 2.6255 -1.4259
H -1.7589 2.0582 0.5016
*
```

=====

Which one sits at the top of the stability order? (one) does.

=====

(one)
ORCA calculation (wB97M-V/def2-TZVPD) on an isolated molecule of C2H3F2NS.

Computed properties:
LUMO   0.466 eV
SMILES string   FC(F)/C=N/S
Orbital gap   10.067 eV

```
! RIJCOSX wB97M-V def2-TZVPD def2/J DEFGRID3
* xyz 0 1
F 1.6253 1.2362 -0.3816
C 1.4047 -0.0305 0.2286
F 2.3877 -0.8024 -0.2838
C -0.0739 -0.4596 -0.1980
N -1.0722 -0.0203 0.4204
S -2.5755 -0.0350 -0.3175
H 1.4718 0.0589 1.2954
H -0.1350 -0.8108 -1.2589
H -3.0329 0.8636 0.4954
*
```

=====

(two)
ORCA calculation (wB97M-V/def2-TZVPD) on an isolated molecule of C2H3F2NS.

Computed properties:
LUMO   0.447 eV
SMILES string   FC(F)/C=N\S
Orbital gap   9.874 eV

```
! RIJCOSX wB97M-V def2-TZVPD def2/J DEFGRID3
* xyz 0 1
F 0.6804 -1.5459 -0.5665
C 0.9180 -0.8608 0.5866
F 1.7415 0.1846 0.2747
C -0.3706 -0.3349 1.1713
N -1.2101 0.4452 0.6309
S -1.0958 1.1156 -0.9031
H 1.4440 -1.5021 1.2810
H -0.5997 -0.6645 2.2015
H 0.0783 0.6268 -1.3698
*
```

=====

Which one sits at the top of the stability order? (two) does.

=====

(one)
ORCA calculation (wB97M-V/def2-TZVPD) on a cluster of 2 separate species, C3H3FO in total.

Computed properties:
LUMO   -1.180 eV
SMILES string   C=C=C=O.F
Orbital gap   8.485 eV

```
! RIJCOSX wB97M-V def2-TZVPD def2/J DEFGRID3
* xyz 0 1
C 0.9296 -0.7415 -0.4191
C 0.1643 0.2712 -0.0661
C 0.0251 1.5320 0.1397
O -0.2186 2.6283 0.4877
H 0.5338 -1.7046 -0.3609
H 1.9807 -0.6331 -0.9867
F -2.1670 -0.6542 0.5898
H -1.2479 -0.6982 0.6156
*
```

=====

(two)
ORCA calculation (wB97M-V/def2-TZVPD) on a cluster of 2 separate species, C3H3FO in total.

Computed properties:
LUMO (spin up / spin down)   0.063 / 0.065 eV
Orbital gap (spin up / spin down)   8.796 / 8.798 eV

```
! RIJCOSX wB97M-V def2-TZVPD def2/J DEFGRID3
* xyz 0 1
C -0.7186 -0.3004 1.0566
C 0.1125 0.0507 -1.8835
C 0.3805 -0.4664 0.3619
O 0.7748 -0.3365 -2.8009
F 1.6630 -0.3907 0.5402
H -0.7105 -0.3853 2.1989
H -1.6046 -0.4652 0.5182
H -0.9283 0.4626 -1.8426
*
```

=====

Which one sits at the top of the stability order? (one) does.